88
Properties=species:S:1:pos:R:3:forces:R:3 method="wB97M-V/def2-TZVPD" total_charge=-2 e_tot_ha=-2689.5436 homo_ev=-0.7 lumo_energy_ev=4.45
Cd -0.8329 1.0373 -1.6993 2.1 -0.4 -0.7
C 0.8235 0.2372 -0.1062 -1.3 -0.3 0.5
Si 1.7172 0.9384 1.3270 -0.3 -0.3 -0.1
C 1.0504 0.7539 3.1326 0.0 -0.1 -1.7
N -0.3761 0.6572 3.2418 -1.2 -0.2 1.0
C -1.2639 1.7938 2.9260 1.3 -1.4 0.8
C -2.3176 1.8828 4.0250 -0.3 1.0 0.7
C -3.0276 0.5460 4.2774 0.3 0.4 -0.5
C -2.0620 -0.5929 4.5069 1.4 0.5 1.0
C -1.0267 -0.6328 3.3934 -0.5 0.8 -0.9
C 2.1482 2.7809 1.0329 0.7 1.2 0.6
C 2.7944 3.6279 2.0177 -1.0 0.0 -0.9
C 3.1843 4.9348 1.7041 -0.3 0.2 -0.3
C 3.0916 5.4194 0.3662 -1.0 -1.9 0.9
C 2.5105 4.6074 -0.6092 -0.1 -0.9 0.8
C 1.9841 3.3182 -0.2438 0.6 0.1 -1.1
C 3.4586 0.2055 1.5374 1.1 1.1 -0.3
C 3.5683 -1.1609 1.7865 0.8 0.0 -0.7
C 4.7980 -1.8284 1.7807 0.5 0.5 0.6
C 5.9496 -1.0664 1.7129 0.5 0.3 -0.1
C 5.8537 0.2953 1.4384 1.8 0.7 0.3
C 4.6612 0.9679 1.3427 -1.2 -1.5 0.5
H 0.2445 -0.7160 0.0513 0.6 0.8 0.2
H 1.5981 0.0128 -0.8143 0.5 -0.2 -0.7
H 1.4010 1.6838 3.5351 0.1 0.8 0.9
H 1.6011 -0.0327 3.6700 -0.4 0.0 -0.1
H -1.7396 1.6474 1.9719 -0.2 0.1 -0.5
H -0.5775 2.6400 2.8767 -0.4 0.4 0.0
H -3.1345 2.5578 3.6534 0.8 0.0 0.7
H -1.8071 2.2562 4.9950 -1.0 -0.4 -1.4
H -3.6363 0.3180 3.3957 0.3 -0.1 -0.1
H -3.7716 0.6420 5.0570 0.0 0.1 0.6
H -2.6420 -1.4778 4.5409 -0.4 -1.3 0.0
H -1.4501 -0.5527 5.4506 -0.9 0.4 -0.4
H -1.5999 -0.9356 2.4971 0.5 0.0 -0.2
H -0.2314 -1.3294 3.5727 0.2 -0.7 0.2
H 2.8640 3.2683 3.0490 0.2 0.1 -0.3
H 3.4881 5.6463 2.4985 0.1 -0.7 -0.5
H 3.3535 6.4179 0.1425 0.5 0.9 -0.2
H 2.4973 4.9541 -1.6442 -0.3 -0.2 0.3
H 1.5274 2.6360 -1.0168 0.4 1.0 0.8
H 2.6621 -1.7052 1.8952 -0.7 -0.6 0.1
H 4.9778 -2.8849 1.9111 -0.7 -0.3 0.2
H 6.9444 -1.4807 1.9401 -0.5 0.0 -0.5
H 6.8002 0.8779 1.3593 -0.7 -0.4 0.1
H 4.6650 2.0402 1.2183 -0.2 0.0 -0.3
C -2.7126 3.1943 -3.3973 -0.7 -0.4 -0.5
C -1.5837 2.7244 -4.3505 -0.2 0.2 -0.1
C -2.0757 1.6063 -5.2857 0.0 0.1 0.4
C -0.4048 2.3583 -3.5292 1.3 -2.2 1.9
H -3.7093 2.9944 -3.8562 0.5 0.3 0.2
H -2.6203 4.2459 -3.2464 -0.1 1.0 0.1
H -2.7219 2.7687 -2.3682 0.3 -0.1 -1.0
H -1.1834 3.5711 -4.9796 -1.1 -0.3 0.0
H -2.3709 0.6700 -4.7596 0.4 0.6 -0.1
H -1.2407 1.3982 -5.9481 -0.1 -0.4 -0.4
H -2.9588 1.9346 -5.8582 0.3 0.0 0.0
H -0.0274 3.1532 -2.9127 0.2 1.0 -0.1
H 0.4871 1.8031 -3.9256 -1.0 0.6 -0.4
C -4.7976 0.6067 -1.1389 0.0 0.6 -0.1
S -3.2434 0.6246 -0.2471 0.9 -2.3 -0.2
O -2.5639 1.9381 -0.3251 -1.1 -0.4 -0.1
O -3.5909 0.2342 1.1012 -0.3 0.1 0.3
O -2.4271 -0.4304 -0.9680 -1.6 1.8 1.2
H -5.4626 1.3602 -0.7214 0.0 -0.1 0.3
H -5.2559 -0.3959 -1.0986 0.5 0.5 0.1
H -4.5960 0.9181 -2.1561 0.1 -0.2 -0.3
C 0.1065 -6.7332 0.1907 -0.4 0.7 0.3
C 0.0090 -5.4982 -0.7230 -1.0 -0.3 -0.1
C 1.0461 -4.9057 -1.4318 0.6 0.6 -1.2
C 0.8886 -3.7992 -2.3198 -2.5 -0.8 1.9
C 2.0260 -3.2771 -3.1200 -0.7 -0.4 -1.0
C -0.4475 -3.2178 -2.3904 1.4 -1.1 -0.7
Te -0.7835 -1.5360 -3.5797 0.4 0.4 -0.8
C -1.5259 -3.9126 -1.8182 0.0 0.4 0.7
C -2.9614 -3.4001 -1.9841 1.6 -0.2 0.1
C -1.2696 -5.0005 -0.9741 0.3 0.5 -0.1
H -0.8292 -7.3435 0.1425 0.8 0.3 -0.2
H 0.2139 -6.4750 1.2613 0.0 0.2 -0.4
H 0.9852 -7.3189 -0.0387 0.1 -0.4 -0.3
H 2.0381 -5.3422 -1.4175 0.2 -0.1 0.3
H 2.8603 -3.9831 -3.0786 0.2 0.3 0.1
H 2.2642 -2.2765 -2.7814 0.4 0.2 -0.1
H 1.6615 -3.1962 -4.1803 0.5 0.1 0.8
H -3.2293 -2.8199 -1.1164 -0.2 0.4 0.2
H -3.6215 -4.2226 -2.0695 -0.8 -1.0 0.0
H -3.0126 -2.7982 -2.8829 -0.2 0.2 0.0
H -2.0807 -5.4279 -0.4137 -0.5 -0.3 0.0